[1]
A structure of composition C19H27NORu in a non-equilibrium geometry, computed with ωB97M-V/def2-TZVPD.

```
49
Properties=species:S:1:pos:R:3
C -0.8188 1.9776 -2.5025
C 0.5885 1.5436 -2.6701
C 1.3737 2.0974 -1.5098
C 0.4174 2.8667 -0.6460
C -0.9226 2.7884 -1.2661
Ru -0.0906 0.9544 -0.8784
N -1.0412 -2.5721 0.4162
C -0.6103 -3.8195 0.4776
C 0.1446 -1.6733 -0.4789
H 2.4374 2.0268 -1.3708
H 1.0044 1.0054 -3.5120
H 0.6805 3.4746 0.1986
H -1.8147 3.3082 -0.9169
H -1.6380 1.8012 -3.2056
H -0.1137 -1.9223 -1.4595
H -0.6981 -4.2407 -0.5452
H -1.1696 -1.9889 1.3345
H 1.1850 -1.7923 -0.0223
H 0.3374 -3.8888 1.1577
C 0.5049 3.7719 2.9443
C -0.7739 3.1535 3.5179
C -1.8515 3.0567 2.4359
C -0.5144 1.8336 4.1999
C -0.6980 1.7027 5.5635
C -0.4219 0.5154 6.2497
C 0.0956 -0.5811 5.5605
C 0.3036 -0.5369 4.1866
C 0.8804 -1.7017 3.4322
C 2.3750 -1.8741 3.7249
C 0.1276 -2.9984 3.7416
C -0.0913 0.6508 3.4058
O -0.1122 0.6109 2.1429
H 0.9136 3.1235 2.1584
H 1.2575 3.8880 3.7334
H 0.2968 4.7648 2.5234
H -1.1446 3.8198 4.3021
H -1.5026 2.3743 1.6489
H -2.7776 2.6531 2.8609
H -2.0630 4.0464 2.0101
H -1.0723 2.5663 6.1065
H -0.5975 0.4522 7.3257
H 0.3472 -1.4990 6.0869
H 0.7529 -1.4473 2.3691
H 2.5281 -2.1655 4.7757
H 2.8121 -2.6505 3.0836
H 2.9094 -0.9329 3.5441
H -0.9494 -2.8709 3.5601
H 0.4847 -3.8248 3.1138
H 0.2681 -3.2770 4.7971
```

Spin multiplicity   5
LUMO (alpha / beta)   0.489 / -2.078 eV
E_HOMO (alpha / beta)   -6.184 / -7.691 eV
HOMO-LUMO gap (alpha / beta)   6.7 / 5.6 eV

=====

[2]
A structure of composition C19H28AlIN3O3S, computed with ωB97M-V/def2-TZVPD.

```
56
Properties=species:S:1:pos:R:3
Al 0.0179 0.4625 -1.0071
O 0.8924 -0.2723 0.3837
N 1.8151 -1.2374 0.2536
C 2.9502 -0.9246 -0.4158
C 3.9343 -1.8442 -0.5966
C 3.7345 -3.1303 -0.0662
C 2.5931 -3.4123 0.6255
C 1.5725 -2.4473 0.8417
S 0.1806 -2.7561 1.7485
H 2.9985 0.0974 -0.7628
H 4.8355 -1.5713 -1.1240
H 4.4906 -3.8933 -0.1978
H 2.4169 -4.3910 1.0459
C -0.1550 -3.0468 -2.5955
C -0.8655 -1.7314 -2.8814
C -2.3348 -1.7977 -2.4880
O -0.2226 -0.7047 -2.1931
H -0.6186 -3.8687 -3.1466
H -0.2101 -3.2685 -1.5262
H 0.8957 -2.9826 -2.8840
H -0.7993 -1.5242 -3.9578
H -2.4151 -2.0621 -1.4297
H -2.8695 -2.5459 -3.0762
H -2.8118 -0.8274 -2.6379
C -1.0025 -0.6681 4.0111
N -1.0762 0.3690 2.9506
C 0.2839 0.8931 2.6146
C -1.7758 -0.1557 1.7187
C -2.3160 0.9622 0.8732
C -3.5100 1.5858 1.2362
C -4.0194 2.6191 0.4662
C -3.3269 3.0214 -0.6706
C -2.1402 2.3904 -1.0201
C -1.5963 1.3434 -0.2586
H -0.4602 -0.2691 4.8651
H -0.4735 -1.5240 3.5926
H -2.0095 -0.9560 4.3015
H -1.6328 1.1571 3.2840
H 0.9272 0.0498 2.3775
H 0.6667 1.4549 3.4628
H 0.2122 1.5337 1.7399
H -2.5610 -0.8236 2.0743
H -1.0254 -0.7491 1.1981
H -4.0608 1.2437 2.1093
H -4.9539 3.0932 0.7370
H -3.7162 3.8248 -1.2837
H -1.6166 2.7307 -1.9085
N 2.8535 2.7706 -2.4662
C 1.8876 2.7103 -1.5134
O 1.0343 1.7558 -1.6448
C 1.8493 3.6248 -0.4657
I 3.4267 2.2841 1.3546
H 2.9460 1.9767 -3.0768
H 3.6804 3.3095 -2.2753
H 0.9884 3.6313 0.1818
H 2.4914 4.4905 -0.4777
```

Spin multiplicity   2
LUMO (alpha / beta)   0.319 / -0.919 eV
E_HOMO (alpha / beta)   -7.027 / -7.640 eV
Relative energy (zero: lowest compared OMol25 entry of this formula, charge and spin)   6.9 kcal per mole
HOMO-LUMO gap (alpha / beta)   7.3 / 6.7 eV

=====

[3]
A cluster of 3 separate species, C19H28B3F17O7 in total, computed with ωB97M-V/def2-TZVPD.

```
74
Properties=species:S:1:pos:R:3
C 2.6692 6.3276 1.7079
C 2.6441 4.9107 1.0969
C 2.8777 4.9151 -0.4062
O 1.8182 5.5825 -1.0884
B 0.6472 4.9276 -1.2791
O -0.5461 5.6283 -1.1376
B -1.7379 4.9287 -1.1759
C -3.0540 5.4707 -0.4994
O -3.1312 4.7527 0.7439
C -2.8267 5.5126 1.8939
C -1.3359 5.4980 2.2230
O -1.7361 3.6357 -1.6923
B -0.5881 2.9533 -1.3326
C -0.6884 1.6022 -0.4945
F -1.0106 0.5061 -1.3242
C 0.5549 1.2655 0.3052
C 0.2858 0.1491 1.3206
O 0.6182 3.5725 -1.6001
H 3.5219 6.4552 2.3765
H 1.7685 6.5315 2.2892
H 2.7300 7.0879 0.9272
H 3.4352 4.2980 1.5376
H 1.6809 4.4382 1.3185
H 3.7943 5.4679 -0.6259
H 3.0168 3.8991 -0.7856
H -3.9359 5.2098 -1.0916
H -3.0375 6.5516 -0.3334
H -3.1705 6.5479 1.7803
H -3.3904 5.0849 2.7268
H -1.1608 5.9422 3.2061
H -0.9850 4.4618 2.2595
H -0.7581 6.0527 1.4793
H -1.5277 1.7331 0.2012
H 0.8771 2.1575 0.8547
H 1.3724 0.9970 -0.3675
H 1.2013 -0.1655 1.8205
H -0.4060 0.5117 2.0860
H -0.1641 -0.7202 0.8374
F 2.5863 -0.9574 -2.6131
C 1.7858 -1.4734 -1.6603
F 2.4030 -1.3097 -0.4658
C 1.5500 -2.9711 -1.8693
F 2.6978 -3.6559 -1.7067
F 0.7083 -3.3172 -0.8431
C 0.8397 -3.4159 -3.1545
O 1.6480 -3.8850 -4.2149
C 2.1685 -3.0552 -5.1657
F 1.6877 -1.8073 -5.0724
F 1.7963 -3.5420 -6.3728
C 3.7045 -3.0713 -5.1598
F 4.1786 -2.7060 -3.9546
F 4.1464 -2.1889 -6.0812
H 0.8334 -0.9366 -1.6506
H 0.2653 -4.2918 -2.8562
H 0.1297 -2.6588 -3.4891
H 4.0648 -4.0714 -5.4061
F -0.4101 -6.9054 2.8260
C 0.0869 -5.6589 2.7191
F 0.8780 -5.4275 3.7888
C -1.0348 -4.6136 2.7089
F -1.6660 -4.6023 3.8985
F -0.3867 -3.4182 2.5670
C -2.0564 -4.6589 1.5637
O -3.3071 -5.2754 1.8094
C -3.5229 -6.6104 1.6267
F -2.4875 -7.2200 1.0296
F -4.5904 -6.7360 0.8027
C -3.9168 -7.3161 2.9335
F -2.9611 -7.1597 3.8662
F -4.0600 -8.6354 2.6823
H 0.6884 -5.5818 1.8097
H -2.3136 -3.6136 1.3985
H -1.5980 -5.0242 0.6441
H -4.8589 -6.9088 3.3038
```

LUMO   0.344 eV
E_HOMO   -9.815 eV
HOMO-LUMO gap   10.2 eV
SMILES   CCCOB1OB(COCC)OB([C@@H](F)CC)O1.FC(F)C(F)(F)COC(F)(F)C(F)F.FC(F)C(F)(F)COC(F)(F)C(F)F

=====

[4]
A structure of composition C19H28BBr13N4O2S in a non-equilibrium geometry, computed with ωB97M-V/def2-TZVPD.

```
68
Properties=species:S:1:pos:R:3
N 2.7941 0.7471 2.4390
C 1.8286 1.1158 1.6267
O 1.1585 1.7705 0.4546
C 1.8574 1.3182 -0.7937
C 1.2354 0.0812 -1.6864
C 2.0702 -0.4038 -3.0161
N 1.6201 -1.5739 -3.9060
S 2.9630 -1.5788 -5.0665
N 4.0398 -0.2541 -4.6292
C 3.4558 0.4036 -3.3761
C 4.1261 1.6799 -2.5361
B 5.5291 2.4304 -2.9530
N 5.9063 2.9439 -4.3312
O 6.5486 2.5869 -1.8634
C 3.2658 2.1330 -1.1761
Br 3.8776 3.6199 0.0649
H 0.2206 -0.3887 -1.3099
H 5.8109 2.1247 -4.9816
H 6.9521 3.1412 -4.3184
H 6.3072 1.8678 -1.1788
Br -4.1620 -3.1367 -3.1402
C -2.2179 -3.1891 -2.9954
C -1.7784 -3.2459 -1.5511
Br -1.9268 -1.4978 -0.6988
H -1.8341 -2.3169 -3.5322
H -1.9179 -4.0974 -3.5258
H -0.7188 -3.5073 -1.4801
H -2.3616 -3.9462 -0.9469
Br 12.3130 0.2785 -1.8041
C 10.3737 0.3295 -1.6037
C 9.6857 0.3632 -2.9482
Br 9.7824 2.1403 -3.7464
H 10.1403 1.1933 -0.9747
H 10.1198 -0.5870 -1.0633
H 8.6168 0.1583 -2.8401
H 10.1132 -0.3357 -3.6725
Br 0.1671 2.9049 -3.5248
C -0.1308 4.4789 -2.4125
C 0.4070 5.7260 -3.0742
Br 2.3492 5.8237 -2.9232
H 0.3241 4.2730 -1.4394
H -1.2164 4.5423 -2.2949
H 0.0374 6.6219 -2.5674
H 0.1659 5.7911 -4.1388
Br -2.2082 1.2490 4.5899
C -1.9187 -0.6741 4.4454
C -0.4675 -1.0273 4.6728
Br 0.6141 -0.6130 3.1034
H -2.2915 -0.9804 3.4638
H -2.5494 -1.1155 5.2224
H -0.3511 -2.1046 4.8214
H -0.0191 -0.4983 5.5182
Br -5.8975 -0.0283 4.5714
C -6.3595 -1.9119 4.3661
C -5.1220 -2.7776 4.3285
Br -4.2370 -2.6692 2.5937
H -6.9742 -1.9935 3.4650
H -6.9713 -2.1512 5.2406
H -5.3851 -3.8325 4.4476
H -4.3790 -2.5061 5.0834
Br -9.0060 -3.7949 2.9616
C -10.1652 -2.9890 4.3070
C -10.9353 -1.8212 3.7366
Br -9.8036 -0.2409 3.5741
H -9.5298 -2.7176 5.1549
H -10.8465 -3.7889 4.6109
H -11.7425 -1.5242 4.4122
H -11.3522 -2.0186 2.7451
```

LUMO   -2.113 eV
E_HOMO   -8.893 eV
HOMO-LUMO gap   6.8 eV

=====

[5]
A structure of composition C19H28BCaF4O2 in a non-equilibrium geometry, computed with ωB97M-V/def2-TZVPD.

```
55
Properties=species:S:1:pos:R:3
O -0.1270 0.0010 0.2516
C 0.8932 -0.4934 -0.6944
C 0.3986 0.3970 -1.8195
H 0.7498 -1.5611 -0.9042
H 1.9028 -0.2481 -0.3455
C -0.7368 0.7951 -0.8557
H 0.1430 -0.1425 -2.7296
H 1.0897 1.2065 -2.0519
C -2.0761 0.1875 -1.2102
H -2.0132 -0.9091 -1.2458
H -2.4299 0.5441 -2.1847
H -2.8156 0.4863 -0.4581
C -0.8221 2.2627 -0.4800
H 0.1758 2.6945 -0.3305
H -1.4076 2.3795 0.4445
H -1.3312 2.8210 -1.2771
Ca 0.1946 -0.4051 2.7891
C 1.2227 1.8703 4.0202
C 2.2236 0.8474 3.9122
C 2.6061 0.7522 2.5391
H 2.6488 0.2538 4.7031
C 1.8963 1.7556 1.8245
C 1.0156 2.4213 2.7250
H 0.3553 3.2619 2.5061
H 0.7518 2.2113 4.9288
H 3.3483 0.0537 2.1505
H 2.0938 2.0696 0.8099
C -2.1850 -0.6754 4.4085
C -2.3118 0.5866 3.7614
C -2.5042 0.3290 2.3684
H -2.2634 1.5610 4.2316
C -2.3427 -1.0801 2.1518
C -2.0349 -1.6893 3.4156
H -1.6945 -2.7111 3.6037
H -2.2798 -0.8168 5.4806
H -2.8916 1.0425 1.6457
H -2.5515 -1.6210 1.2304
O 0.7126 -1.6211 -4.7839
C 0.2264 -0.5548 -5.6348
C 0.4099 -0.9528 -7.1089
H 0.8155 0.3590 -5.4314
H -0.8192 -0.3289 -5.3684
C 1.6097 -1.9190 -7.0290
H 0.5821 -0.0908 -7.7553
H -0.4743 -1.5046 -7.4581
C 1.3911 -2.5743 -5.6531
H 2.5385 -1.3318 -7.0175
H 1.6433 -2.6363 -7.8506
H 2.3277 -2.8991 -5.1768
H 0.7623 -3.4739 -5.7917
F 0.3658 -0.6235 5.1582
B 0.2625 -0.1654 6.6457
F -0.8049 0.7369 6.6770
F 0.0838 -1.3460 7.3540
F 1.4767 0.4882 6.9095
```

LUMO   2.026 eV
E_HOMO   -4.016 eV
Relative energy (zero: lowest compared OMol25 entry of this formula, charge and spin)   1.9 kcal per mole
Charge   -1
HOMO-LUMO gap   6.0 eV

=====

[6]
A cluster of 4 separate species, C19H28Br2F4N4O6S2 in total in a non-equilibrium geometry, computed with ωB97M-V/def2-TZVPD.

```
65
Properties=species:S:1:pos:R:3
H 2.0899 -3.3979 -0.1713
N 1.1506 -3.0998 -0.4288
C 1.1686 -1.9087 -0.8755
C 2.4429 -1.0982 -1.0037
C -0.1383 -1.2999 -1.3213
C -0.7608 -0.4301 -0.2153
O -0.3710 -0.9495 1.0330
C -2.3171 -0.3363 -0.2803
S -3.0769 -1.8498 0.2964
O -2.3374 -2.9992 -0.1373
O -4.4779 -1.8879 -0.0081
C -2.9668 -1.8641 2.1774
F -2.8310 -0.6318 2.6819
F -1.9699 -2.6721 2.5746
F -4.1413 -2.3823 2.6011
C -2.8222 0.0786 -1.6711
C -4.3166 0.4084 -1.7583
C -4.9468 1.0567 -0.5460
F -4.4540 2.3228 -0.2994
S -1.8749 1.5529 -2.1799
O -2.7510 2.6398 -2.4583
O -0.9722 1.2029 -3.2328
O -1.1062 1.9618 -0.8464
C -0.1737 1.0022 -0.3247
C 0.3529 1.5977 0.9736
Br -1.0775 1.9036 2.2550
C 1.0850 2.9303 0.6250
C 0.3115 4.2213 0.8050
Br 2.6910 3.0130 1.7382
H 3.2436 -1.7594 -1.3126
H 2.3189 -0.3569 -1.7875
H 2.7042 -0.6165 -0.0669
H -0.7605 -2.1216 -1.6269
H 0.0786 -0.7370 -2.2233
H -0.4685 -1.9109 1.0246
H -2.5787 0.4377 0.4396
H -2.5883 -0.7014 -2.3939
H -4.8451 -0.5312 -1.8844
H -4.5437 1.0086 -2.6315
H -6.0161 1.1463 -0.7090
H -4.7991 0.4732 0.3545
H 0.6875 0.9651 -0.9833
H 1.0988 0.9473 1.4008
H 1.4358 2.8435 -0.3940
H 0.8145 4.9859 0.2166
H -0.6965 4.1576 0.4206
H 0.3411 4.5636 1.8285
C 4.0891 0.4436 4.6137
C 4.2042 0.2023 3.1863
N 4.2988 0.0146 2.0590
H 4.4117 1.4533 4.8609
H 3.0612 0.3275 4.9541
H 4.7155 -0.2498 5.1716
C -3.8086 -2.5814 -5.2813
C -2.6673 -2.3639 -4.4090
N -1.7667 -2.1922 -3.7193
H -4.2398 -1.6323 -5.5956
H -3.5116 -3.1306 -6.1727
H -4.5799 -3.1547 -4.7698
C 8.2794 0.1129 2.1061
C 7.9300 0.2671 3.5084
N 7.6380 0.3898 4.6101
H 9.3520 0.2281 1.9602
H 7.9893 -0.8713 1.7436
H 7.7696 0.8589 1.4993
```

LUMO   0.383 eV
E_HOMO   -9.910 eV
Relative energy (zero: lowest compared OMol25 entry of this formula, charge and spin)   0.0 kcal per mole
HOMO-LUMO gap   10.3 eV
SMILES   [H]/N=C(\C)C[C@]1(O)[C@H](S(=O)(=O)C(F)(F)F)[C@@H](CCF)S(=O)(=O)O[C@H]1[C@H](Br)[C@@H](C)Br.CC#N.CC#N.CC#N

=====

[7]
A structure of composition C19H28BrF4KMgNO10S2 in a non-equilibrium geometry, computed with ωB97M-V/def2-TZVPD.

```
67
Properties=species:S:1:pos:R:3
C 0.6858 -0.4198 6.0667
C -0.4754 -0.5666 6.3641
S -2.2012 -0.2169 6.5692
H 1.6149 0.0114 5.7946
H -2.4443 1.2405 6.3694
H -2.8195 -0.8813 5.4463
Br 1.6402 -2.8482 6.0178
C -4.0367 3.3022 6.4669
O -3.3312 2.8929 5.3732
H -4.2715 2.5281 7.2397
H -3.5710 4.1102 7.0708
H -5.0394 3.7248 6.2324
Mg -1.2174 -0.2281 4.3232
C -3.1768 -1.5512 0.4971
O -2.8298 -1.5461 1.7226
O -2.8383 -0.3489 -0.1314
O -3.7136 -2.4175 -0.1885
H -2.4783 0.0450 0.6791
K -1.2172 -2.4653 -0.7179
C -4.0762 2.0082 -2.8756
C -4.6707 1.3886 -4.1333
C -4.1903 -0.0533 -4.3597
C -2.7396 -0.1050 -4.5189
N -1.6062 -0.1370 -4.6511
H -2.9892 2.0817 -2.9420
H -4.4597 3.0153 -2.7375
H -4.3278 1.4174 -1.9890
H -4.4130 2.0026 -4.9939
H -5.7591 1.3914 -4.0547
H -4.6492 -0.4636 -5.2602
H -4.4661 -0.6921 -3.5174
C 5.4163 -3.6736 -2.5306
C 4.2919 -4.0729 -1.9460
C 3.0776 -3.2244 -1.9604
O 2.0522 -3.5940 -1.4206
C 3.1585 -1.9142 -2.6511
C 4.2823 -1.5131 -3.2368
C 5.5020 -2.3625 -3.2235
O 6.5258 -2.0006 -3.7573
H 6.3151 -4.2763 -2.5309
H 4.2085 -5.0233 -1.4356
H 2.2595 -1.3101 -2.6516
H 4.3630 -0.5614 -3.7458
C 5.1783 -0.2448 2.0980
C 4.1888 -1.3677 1.8338
O 4.7984 -2.5978 1.4944
C 5.6343 -3.1658 2.4913
C 4.9014 -3.5088 3.7779
H 5.8942 -0.1646 1.2792
H 4.6541 0.7053 2.2039
H 5.7441 -0.4156 3.0149
H 3.5667 -1.1013 0.9771
H 3.5113 -1.4987 2.6866
H 6.4909 -2.5122 2.6931
H 6.0369 -4.0782 2.0502
H 4.5815 -2.6140 4.3117
H 5.5497 -4.0773 4.4450
H 4.0086 -4.0972 3.5672
C -3.9098 6.2713 -6.3349
F -2.6270 5.8989 -6.4809
F -3.9030 7.4665 -5.7242
F -4.4033 6.4648 -7.5691
S -4.8849 5.0247 -5.3931
O -4.2134 4.9594 -4.1157
O -4.7745 3.8326 -6.2078
O -6.2078 5.5995 -5.3463
F -1.2002 2.5277 4.1757
```

LUMO   -2.179 eV
E_HOMO   -5.911 eV
Relative energy (zero: lowest compared OMol25 entry of this formula, charge and spin)   0.0 kcal per mole
Charge   -1
HOMO-LUMO gap   3.7 eV

=====

[8]
A structure of composition C19H28CaNO5 in a non-equilibrium geometry, computed with ωB97M-V/def2-TZVPD.

```
54
Properties=species:S:1:pos:R:3
O 0.5627 0.3111 -7.9928
C 0.3637 1.6299 -8.5971
C 0.1143 1.0439 -10.0022
H 1.2599 2.2557 -8.5070
H -0.4947 2.1486 -8.1518
C 0.3410 -0.3268 -9.2853
H 0.8682 1.2954 -10.7418
H -0.8908 1.1902 -10.3863
C 1.5755 -1.0792 -9.7483
H 2.4468 -0.4144 -9.7565
H 1.4408 -1.4921 -10.7562
H 1.7825 -1.9111 -9.0621
C -0.8824 -1.2244 -9.2471
H -1.7586 -0.6604 -8.9061
H -0.7122 -2.0538 -8.5474
H -1.1022 -1.6487 -10.2348
Ca 0.0543 0.0812 -0.1297
C -2.0195 -0.4983 1.2530
C -1.7383 0.8982 1.4431
C -1.8593 1.5357 0.1592
H -1.3685 1.3943 2.3345
C -2.2630 0.5501 -0.7667
C -2.3371 -0.7173 -0.0986
H -2.5681 -1.6699 -0.5674
H -1.9283 -1.2550 2.0239
H -1.6435 2.5795 -0.0322
H -2.4510 0.7161 -1.8267
C 1.1507 -1.5108 1.5682
C 0.3422 -2.2876 0.6544
C 0.8702 -2.1479 -0.6201
H -0.5241 -2.8630 0.9521
C 2.0165 -1.2433 -0.5383
C 2.1723 -0.8457 0.7769
H 2.8742 -0.1237 1.1829
H 1.0041 -1.3983 2.6246
H 0.5049 -2.6170 -1.5306
H 2.6008 -0.8913 -1.3833
O 0.3309 0.6060 -2.1526
C -0.0485 -0.2875 -3.2358
C -0.3548 0.6158 -4.4104
H -0.8985 -0.8985 -2.9010
H 0.8041 -0.9464 -3.4375
C 0.5644 1.8173 -4.1527
H -1.4045 0.9442 -4.3656
H -0.1811 0.1281 -5.3657
C 0.5025 1.9579 -2.6454
H 0.2520 2.7199 -4.6662
H 1.5881 1.5665 -4.4630
H -0.3696 2.5517 -2.3292
H 1.3996 2.3687 -2.1718
O -0.9139 -0.6595 3.9653
N -0.0218 0.0450 3.4661
O 0.8099 0.8035 3.9545
O 0.0270 0.0759 2.0647
```

LUMO   1.937 eV
E_HOMO   -2.537 eV
Relative energy (zero: lowest compared OMol25 entry of this formula, charge and spin)   44.6 kcal per mole
Charge   -1
HOMO-LUMO gap   4.5 eV